DFT (ωB97M-V with the def2-TZVPD basis set) results for an isolated molecule of C24H27N5O3S.

```
! wB97M-V def2-TZVPD RIJCOSX def2/J DEFGRID3
* xyz 0 1
O 0.4358 1.6817 1.8608
C -0.5556 0.9796 1.9546
N -0.7163 0.1322 3.0006
C -1.6684 -0.9555 3.0972
H -2.1370 -1.1313 2.1325
C -0.9115 -2.2345 3.5176
N 0.4444 -2.2029 3.0220
C 0.6782 -2.6214 1.7380
N -0.3825 -3.0534 1.0510
C -0.2012 -3.5490 -0.1618
C 1.0309 -3.6407 -0.7779
C 2.1389 -3.1885 -0.0695
C 1.9744 -2.6776 1.1981
H 2.8297 -2.3580 1.7710
H 3.1282 -3.2509 -0.5000
H 1.1284 -4.0607 -1.7653
H -1.1046 -3.8818 -0.6572
C 1.2446 -1.1682 3.6461
H 1.7141 -1.5551 4.5590
C 0.3457 0.0392 3.9817
H 0.9236 0.9629 3.9458
H -0.1083 -0.0656 4.9706
H 2.0244 -0.8459 2.9573
H -0.8635 -2.3219 4.6063
H -1.4093 -3.1114 3.1067
H -2.4426 -0.7132 3.8364
C -1.6733 1.0476 0.9214
H -2.6312 0.7555 1.3600
C -1.7865 2.4832 0.3992
C -2.8127 2.5494 -0.7292
N -2.5203 1.6256 -1.7958
S -1.6576 2.1849 -3.0983
O -2.0417 3.5578 -3.2781
O -1.8696 1.2804 -4.1838
C 0.0897 2.1998 -2.6418
C 0.6263 3.3918 -2.2473
C 1.9810 3.4864 -1.8928
C 2.7869 2.3841 -1.9684
C 2.2659 1.1436 -2.3874
C 3.0517 -0.0224 -2.5071
C 2.4668 -1.1868 -2.9220
C 1.0835 -1.1866 -3.1780
N 0.3249 -0.1347 -3.0700
C 0.8816 1.0359 -2.7124
H 0.5792 -2.0950 -3.4798
H 3.0392 -2.0930 -3.0441
H 4.1062 0.0267 -2.2719
H 3.8353 2.4462 -1.7138
H 2.3796 4.4362 -1.5711
H -0.0137 4.2603 -2.2292
C -2.3193 0.2576 -1.3923
C -1.3128 0.1183 -0.2464
H -0.3144 0.3860 -0.5945
H -1.2833 -0.9242 0.0760
H -3.2885 -0.1524 -1.0826
H -1.9671 -0.2778 -2.2747
H -3.8093 2.3096 -0.3385
H -2.8434 3.5421 -1.1779
H -0.8070 2.8047 0.0423
H -2.0865 3.1509 1.2089
*
```

The value obtained for the gap between HOMO and LUMO is 8.083 eV. As for the LUMO energy: -0.15 eV. As for the max |F|: 0.02158 Eh/bohr.

=====

DFT (ωB97M-V with the def2-TZVPD basis set) results for a structure of composition C24H27N7O3PS2SnTe.

```
! wB97M-V def2-TZVPD RIJCOSX def2/J DEFGRID3
* xyz -1 1
Sn 1.5301 -1.5954 -1.1167
N 2.0956 -5.5479 1.2941
C 1.7082 -4.4540 0.5645
S 2.8256 -3.8709 -0.6067
N 0.5126 -4.0100 0.8559
N 0.0881 -2.9322 0.1394
C -1.1266 -2.5636 0.3460
C -2.0390 -3.2994 1.2623
C -2.4275 -4.5996 0.9575
C -3.2984 -5.2774 1.7949
C -3.7768 -4.6659 2.9469
C -3.3860 -3.3716 3.2551
C -2.5229 -2.6857 2.4111
C -1.6243 -1.3601 -0.3493
C -2.9134 -0.8782 -0.1784
C -3.2831 0.2826 -0.8443
C -2.3723 0.9101 -1.6700
C -1.1057 0.3626 -1.7910
N -0.7485 -0.7435 -1.1519
H 3.0849 -5.7171 1.3421
H 1.5591 -5.7147 2.1309
H -2.0337 -5.0765 0.0692
H -3.6002 -6.2882 1.5514
H -4.4542 -5.1984 3.6025
H -3.7549 -2.8897 4.1516
H -2.2207 -1.6722 2.6430
H -3.6028 -1.3926 0.4737
H -4.2660 0.7104 -0.6992
H -2.6109 1.8312 -2.1803
H -0.3458 0.8455 -2.3931
N -1.9986 3.8367 3.7836
C -1.2616 2.9873 4.4904
S -0.9770 3.1876 6.1151
C -0.6967 1.8393 3.7160
C -0.3935 0.6354 4.3418
C 0.0873 -0.4111 3.5763
N 0.2914 -0.3389 2.2572
C 0.0457 0.8367 1.6787
C -0.4555 1.9404 2.3546
H -2.3820 4.6354 4.2613
H -2.2454 3.7101 2.8028
H -0.5442 0.5307 5.4073
H 0.3014 -1.3703 4.0366
H 0.2439 0.9274 0.6182
H -0.6300 2.8409 1.7836
N 0.4049 -2.9206 -4.0114
C 0.7845 -2.5319 -2.9925
C -0.1648 7.5832 0.5359
C -0.1161 6.0734 0.5156
O -0.5578 5.6257 -0.7693
P -1.2698 4.1724 -0.8472
O -0.3460 3.0729 -0.4897
Te -3.3382 4.2643 0.3488
O -1.5538 4.1265 -2.4316
C -2.3194 5.1522 -3.0758
C -1.4102 6.0550 -3.8815
H 0.2052 7.9590 1.4913
H -1.1909 7.9259 0.3981
H 0.4513 7.9974 -0.2635
H -0.7678 5.6645 1.2941
H 0.8961 5.6987 0.6837
H -2.8845 5.7151 -2.3293
H -3.0381 4.6425 -3.7205
H -0.7036 6.5592 -3.2236
H -2.0042 6.8057 -4.4076
H -0.8505 5.4764 -4.6171
*
```

The value obtained for the gap between HOMO and LUMO is 6.633 eV. As for the LUMO energy: 1.74 eV. As for the max |F|: 0.00450 Eh/bohr.

=====

DFT (ωB97M-V with the def2-TZVPD basis set) results for a cluster of 2 separate species, C24H27NO2 in total.

```
! wB97M-V def2-TZVPD RIJCOSX def2/J DEFGRID3
* xyz 0 1
C -5.9796 -1.2297 -1.9563
C -4.5719 -1.2172 -1.3413
C -4.7705 -1.2245 0.1735
C -3.7410 -2.4258 -1.8271
C -2.2223 -2.3707 -1.4897
O -1.6086 -3.4365 -1.3634
N -1.5884 -1.1721 -1.3535
C -2.2445 -0.0013 -1.5393
O -1.6468 1.0831 -1.4935
C -3.7693 0.0053 -1.8417
H -5.9546 -1.2336 -3.0540
H -6.5399 -2.1163 -1.6226
H -6.5478 -0.3455 -1.6292
H -3.8316 -1.2300 0.7310
H -5.3518 -0.3456 0.4767
H -5.3487 -2.1111 0.4623
H -4.1704 -3.3627 -1.4521
H -3.8336 -2.4419 -2.9259
H -3.8758 0.0075 -2.9395
H -4.2102 0.9374 -1.4704
C 2.2400 1.9380 7.0541
C 2.1094 1.2418 5.7292
C 1.3649 0.0586 5.6349
C 1.1579 -0.5604 4.4131
C 1.6876 -0.0294 3.2021
C 1.3395 -0.6223 1.9430
C 1.9323 -0.2915 0.7212
C 1.3905 -0.3749 -0.5612
C 2.1028 0.0833 -1.7251
C 1.5448 -0.0212 -3.0287
C 2.1970 0.4857 -4.1429
C 3.4292 1.1481 -4.0266
C 4.0966 1.7374 -5.2359
C 4.0132 1.2376 -2.7573
C 3.3855 0.7037 -1.6391
C 2.5165 1.1279 3.3283
C 2.7174 1.7351 4.5651
H 2.8630 2.8338 6.9666
H 1.2630 2.2426 7.4583
H 2.6894 1.2780 7.8088
H 0.9385 -0.3596 6.5474
H 0.5543 -1.4652 4.3536
H 0.5977 -1.4256 1.9647
H 2.9786 0.0277 0.7862
H 0.3773 -0.7645 -0.7163
H 0.5704 -0.4977 -3.1180
H 1.7607 0.3787 -5.1360
H 5.0304 2.2385 -4.9576
H 4.3339 0.9705 -5.9874
H 3.4499 2.4727 -5.7361
H 4.9787 1.7378 -2.6608
H 3.8823 0.7900 -0.6755
H 2.9656 1.5549 2.4307
H 3.3485 2.6213 4.6535
*
```

The value obtained for the gap between HOMO and LUMO is 4.753 eV. As for the LUMO energy: -2.69 eV. As for the max |F|: 0.02660 Eh/bohr.

=====

DFT (ωB97M-V with the def2-TZVPD basis set) results for an isolated molecule of C24H27NO4.

```
! wB97M-V def2-TZVPD RIJCOSX def2/J DEFGRID3
* xyz 0 1
C 4.7532 2.2467 -0.1222
C 4.7385 0.9312 -0.2232
C 4.5270 -0.0079 0.9270
C 3.2903 -0.8351 0.6906
C 3.3331 -1.9704 -0.1016
C 2.1765 -2.6843 -0.3474
C 0.9543 -2.3047 0.1942
C 0.9090 -1.1679 1.0226
C 2.0760 -0.4486 1.2404
H 2.0509 0.4341 1.8598
O -0.2932 -0.8338 1.5939
C -0.3015 0.1389 2.6112
H 0.4080 -0.1116 3.4059
H -1.3121 0.1340 3.0189
H -0.0828 1.1377 2.2207
O -0.1031 -3.1263 -0.0937
C -1.3635 -2.5511 -0.3944
C -2.4078 -2.8509 0.6894
O -3.6395 -2.2078 0.4527
C -3.6310 -0.8049 0.6156
C -3.7234 -0.0398 -0.7179
H -2.9580 -0.3775 -1.4184
O -3.6184 1.3527 -0.4771
C -2.4222 1.9076 -0.1383
C -2.4980 2.9730 0.7381
C -1.3703 3.6990 1.1249
C -0.1358 3.3650 0.6392
C -0.0078 2.3000 -0.2707
C 1.2380 1.9383 -0.8294
C 1.3065 0.9310 -1.7454
C 0.1199 0.2572 -2.1042
N -1.0400 0.5524 -1.5775
C -1.1498 1.5520 -0.6780
C 0.1610 -0.8509 -3.1076
H 0.6809 -0.5237 -4.0061
H -0.8473 -1.1614 -3.3656
H 0.7026 -1.7014 -2.6950
H 2.2452 0.6358 -2.1872
H 2.1280 2.4701 -0.5222
H 0.7485 3.9157 0.9261
H -1.4843 4.5211 1.8155
H -3.4721 3.2416 1.1163
H -4.7120 -0.1786 -1.1607
H -2.7248 -0.4829 1.1395
H -4.5003 -0.5426 1.2315
H -1.9994 -2.5627 1.6670
H -2.6341 -3.9195 0.7028
H -1.2685 -1.4735 -0.5283
H -1.6924 -2.9965 -1.3408
H 2.1946 -3.5730 -0.9593
H 4.2676 -2.2989 -0.5313
H 4.4339 0.5587 1.8546
H 5.3937 -0.6697 1.0069
H 4.8666 0.4532 -1.1856
H 4.9044 2.8847 -0.9769
H 4.6295 2.7440 0.8268
*
```

The value obtained for the gap between HOMO and LUMO is 8.465 eV. As for the LUMO energy: 0.34 eV. As for the max |F|: 0.01751 Eh/bohr.

=====

> Number 2 is which compound?

C24H27N7O3PS2SnTe

=====

> max |F| of number 3 (C24H27NO2)?

0.02660 Eh/bohr

=====

> Which value of max |F| does entry 1 give?

0.02158 Eh/bohr